i:
The following is a DFT calculation (ωB97M-V/def2-TZVPD) of a cluster of 2 separate species, C4H12N2O3 in total.

Element x y z (Å)
N  1.799  -1.728  0.474
C  2.056  -0.929  -0.726
C  0.903  0.025  -1.085
C  0.108  0.598  0.102
N  -1.367  0.447  -0.011
C  -1.963  -0.790  0.138
O  -2.957  -0.999  0.797
O  -1.354  -1.771  -0.571
H  0.816  -1.958  0.545
H  2.313  -2.598  0.450
H  2.973  -0.349  -0.583
H  2.235  -1.574  -1.597
H  0.230  -0.453  -1.795
H  1.341  0.874  -1.619
H  0.270  1.676  0.136
H  0.448  0.200  1.061
H  -1.825  1.019  0.691
H  -1.845  -2.579  -0.353
O  -1.068  3.594  1.100
H  -1.927  3.924  0.817
H  -1.186  3.371  2.029

The value obtained for the molar mass is 136.2 g/mol. The LUMO energy comes out at 0.56 eV. Its multiplicity is 1. The structure (SMILES) is NCCCNC(=O)O.O. As for the gap between HOMO and LUMO: 9.668 eV. For the HOMO energy, the calculation gives -9.11 eV.

=====

ii:
The following is a DFT calculation (ωB97M-V/def2-TZVPD) of the molecule C4H12N2O3.

Element x y z (Å)
C  -2.153  -1.103  -0.550
C  -1.272  -0.270  0.363
C  0.390  -0.414  -0.245
N  0.546  -0.203  -1.664
O  0.961  -1.687  0.068
C  1.123  0.687  0.632
N  0.276  1.851  0.761
O  2.327  1.117  0.030
O  1.413  0.214  1.914
H  -2.291  -0.592  -1.509
H  -3.151  -1.223  -0.111
H  -1.713  -2.083  -0.748
H  -1.172  -0.758  1.334
H  -1.803  0.666  0.562
H  -0.128  0.446  -2.055
H  1.473  0.185  -1.854
H  1.163  -2.077  -0.800
H  -0.047  2.185  -0.139
H  -0.145  1.904  1.684
H  2.564  1.882  0.577
H  1.636  -0.725  1.752

The value obtained for the molar mass is 136.2 g/mol. The LUMO energy comes out at 0.75 eV. Its multiplicity is 1. The structure (SMILES) is CC[C@](N)(O)C(N)(O)O. As for the gap between HOMO and LUMO: 9.930 eV. For the HOMO energy, the calculation gives -9.18 eV.

=====

Relative energy of each structure, in kJ/mol: i 0.0; ii 109.7.

=====

i:
The following is a DFT calculation (ωB97M-V/def2-TZVPD) of the ion C4H10NO with charge -1.

Element x y z (Å)
C  -1.385  -0.860  -0.323
C  -0.363  -0.283  0.668
C  -0.543  1.219  0.782
N  0.981  -0.729  0.289
C  1.616  -0.103  -0.947
O  1.968  1.157  -0.845
H  -1.134  -0.466  -1.275
H  -2.383  -0.449  -0.126
H  -1.439  -1.944  -0.296
H  -0.583  -0.783  1.616
H  -0.132  1.697  -0.103
H  0.040  1.616  1.599
H  -1.594  1.513  0.815
H  1.626  -0.416  1.012
H  0.892  -0.359  -1.760
H  2.432  -0.809  -1.105

The total charge is -1. The value obtained for the molar mass is 88.1 g/mol. The LUMO energy comes out at 4.31 eV. Its multiplicity is 1. The structure (SMILES) is CC(C)NC[O-]. As for the gap between HOMO and LUMO: 6.658 eV. For the HOMO energy, the calculation gives -2.35 eV.

=====

ii:
The following is a DFT calculation (ωB97M-V/def2-TZVPD) of the ion C4H10NO with charge -1.

Element x y z (Å)
C  0.658  -1.985  -0.969
N  -0.511  -1.102  -0.732
C  -0.108  -0.034  0.278
C  -0.926  -0.127  1.553
C  0.001  1.381  -0.337
O  0.771  2.218  0.342
H  0.821  -2.557  -0.065
H  0.456  -2.516  -1.910
H  1.512  -1.378  -1.293
H  -0.392  -0.456  -1.524
H  0.933  -0.238  0.552
H  -0.338  0.307  2.362
H  -1.179  -1.133  1.890
H  -1.867  0.427  1.482
H  -1.018  1.663  -0.703
H  0.508  1.141  -1.349

The total charge is -1. The value obtained for the molar mass is 88.1 g/mol. The LUMO energy comes out at 4.09 eV. Its multiplicity is 1. The structure (SMILES) is CN[C@H](C)C[O-]. As for the gap between HOMO and LUMO: 6.477 eV. For the HOMO energy, the calculation gives -2.39 eV.

=====

Relative energy of each structure, in kJ/mol: i 0.0; ii 74.4.

=====

i:
The following is a DFT calculation (ωB97M-V/def2-TZVPD) of the ion C4H10NO with charge -1.

Element x y z (Å)
C  0.965  -1.022  -0.607
C  0.894  0.431  -0.204
N  1.954  0.827  0.730
C  -0.484  0.771  0.390
C  -1.666  0.097  -0.349
O  -1.917  -1.151  0.042
H  0.160  -1.199  -1.309
H  1.916  -1.285  -1.088
H  0.734  -1.656  0.252
H  1.059  1.053  -1.097
H  2.142  1.822  0.684
H  1.674  0.723  1.696
H  -0.413  0.264  1.356
H  -0.608  1.849  0.417
H  -2.572  0.753  -0.210
H  -1.424  0.194  -1.445

The total charge is -1. The value obtained for the molar mass is 88.1 g/mol. The LUMO energy comes out at 4.27 eV. Its multiplicity is 1. The structure (SMILES) is C[C@H](N)CC[O-]. As for the gap between HOMO and LUMO: 6.425 eV. For the HOMO energy, the calculation gives -2.16 eV.

=====

ii:
The following is a DFT calculation (ωB97M-V/def2-TZVPD) of the ion C4H10NO with charge -1.

Element x y z (Å)
C  -1.558  1.058  0.405
N  -0.341  0.656  1.118
C  0.460  -0.334  0.366
C  1.767  0.313  -0.134
C  -0.079  -1.286  -0.868
O  0.904  -1.841  -1.469
H  -1.202  1.489  -0.635
H  -2.307  0.126  0.119
H  -2.084  1.798  0.992
H  -0.641  0.137  1.954
H  0.759  -0.985  1.212
H  2.139  -0.571  -0.580
H  2.309  0.846  0.587
H  1.551  1.028  -1.015
H  -0.705  -0.480  -1.493
H  -0.971  -1.955  -0.558

The total charge is -1. The value obtained for the molar mass is 88.1 g/mol. The LUMO energy comes out at 4.15 eV. Its multiplicity is 1. The structure (SMILES) is CN[C@H](C)C[O-]. As for the gap between HOMO and LUMO: 6.529 eV. For the HOMO energy, the calculation gives -2.38 eV.

=====

iii:
The following is a DFT calculation (ωB97M-V/def2-TZVPD) of the ion C4H10NO with charge -1.

Element x y z (Å)
C  -1.656  -0.439  0.797
N  -1.071  0.613  0.014
C  0.418  0.726  -0.061
C  1.119  -0.292  0.891
C  0.844  0.343  -1.556
O  -0.031  -0.565  -2.092
H  -2.750  -0.270  0.866
H  -1.464  -0.488  1.871
H  -1.512  -1.411  0.305
H  -1.282  0.401  -0.965
H  0.704  1.730  0.285
H  0.736  -1.287  0.715
H  2.184  -0.288  0.640
H  1.051  0.109  1.906
H  0.878  1.247  -2.201
H  1.831  -0.130  -1.414

The total charge is -1. The value obtained for the molar mass is 88.1 g/mol. The LUMO energy comes out at 4.33 eV. Its multiplicity is 1. The structure (SMILES) is CN[C@@H](C)C[O-]. As for the gap between HOMO and LUMO: 6.826 eV. For the HOMO energy, the calculation gives -2.49 eV.

=====

Relative energy of each structure, in kJ/mol: i 0.0; ii 126.9; iii 43.2.

=====

i:
The following is a DFT calculation (ωB97M-V/def2-TZVPD) of the molecule C5H8OS.

Element x y z (Å)
S  -2.364  -0.009  -0.688
C  -0.991  -0.006  0.523
C  -0.056  1.238  0.391
C  1.131  0.716  -0.397
O  0.752  -0.027  -1.561
C  1.117  -0.747  -0.392
C  -0.059  -1.226  0.431
H  -1.568  0.013  -1.769
H  -1.551  -0.009  1.519
H  -0.513  2.082  -0.020
H  0.245  1.580  1.367
H  2.087  1.341  -0.438
H  2.059  -1.360  -0.406
H  -0.546  -2.118  -0.006
H  0.258  -1.468  1.447

The value obtained for the molar mass is 116.2 g/mol. The LUMO energy comes out at 0.92 eV. Its multiplicity is 1. The structure (SMILES) is S[C@@H]1C[C@@H]2O[C@@H]2C1. As for the gap between HOMO and LUMO: 9.804 eV. For the HOMO energy, the calculation gives -8.88 eV.

=====

ii:
The following is a DFT calculation (ωB97M-V/def2-TZVPD) of a cluster of 2 separate species, C5H8OS in total.

Element x y z (Å)
C  -1.169  -1.322  -0.759
C  -0.924  -1.212  0.705
C  0.135  -0.562  1.157
S  0.626  -0.110  2.779
H  -0.552  -0.687  -1.420
H  -2.214  -1.359  -0.991
H  -0.835  -2.373  -0.961
H  -1.644  -1.412  1.380
H  0.840  -0.052  0.391
H  0.511  -1.283  3.346
C  0.628  2.223  -0.838
C  1.614  1.857  -1.586
O  2.532  1.594  -2.237
H  0.826  2.485  0.208
H  -0.376  2.214  -1.172

The value obtained for the molar mass is 116.2 g/mol. The LUMO energy comes out at 0.79 eV. Its multiplicity is 1. The structure (SMILES) is C/C=C/S.C=C=O. As for the gap between HOMO and LUMO: 9.394 eV. For the HOMO energy, the calculation gives -8.60 eV.

=====

Relative energy of each structure, in kJ/mol: i 0.0; ii 117.8.

=====

i:
The following is a DFT calculation (ωB97M-V/def2-TZVPD) of the ion C2H6N3S with charge +1.

Element x y z (Å)
C  1.701  -0.384  0.150
C  -0.879  0.677  -0.271
N  1.760  0.920  -0.251
N  0.582  -0.921  0.414
N  -2.119  0.622  0.125
S  0.256  1.841  0.109
H  2.723  -0.904  0.140
H  -0.735  0.104  -1.146
H  2.672  1.453  -0.553
H  0.484  -1.931  0.609
H  -2.863  0.345  -0.445
H  -2.418  1.160  1.031

The total charge is +1. The value obtained for the molar mass is 104.2 g/mol. The LUMO energy comes out at -4.32 eV. Its multiplicity is 1. As for the gap between HOMO and LUMO: 9.407 eV. For the HOMO energy, the calculation gives -13.73 eV.

=====

ii:
The following is a DFT calculation (ωB97M-V/def2-TZVPD) of the ion C2H6N3S with charge +1.

Element x y z (Å)
N  1.636  -0.469  -0.247
N  0.226  -0.397  -0.410
C  -0.278  0.692  0.074
N  -1.509  1.171  -0.123
C  -2.714  0.876  -0.276
S  -3.530  -0.610  0.131
H  1.805  -1.038  0.487
H  1.963  0.470  -0.020
H  1.824  -0.854  -1.197
H  0.312  1.387  0.660
H  -3.498  1.518  -0.734
H  -2.311  -1.240  0.628

The total charge is +1. The value obtained for the molar mass is 104.2 g/mol. The LUMO energy comes out at -4.13 eV. Its multiplicity is 1. The structure (SMILES) is [NH3+]/N=C/N=C\S. As for the gap between HOMO and LUMO: 9.557 eV. For the HOMO energy, the calculation gives -13.68 eV.

=====

Relative energy of each structure, in kJ/mol: i 0.0; ii 117.6.

=====

i:
The following is a DFT calculation (ωB97M-V/def2-TZVPD) of a structure of composition C2H7OPS.

Element x y z (Å)
C  0.840  -0.661  -0.562
C  -0.192  0.217  0.243
O  0.297  -1.700  -1.354
P  0.223  1.370  1.619
S  -1.434  0.796  -0.917
H  1.297  0.155  -1.293
H  1.536  -1.017  0.301
H  -0.913  -0.762  0.962
H  -0.089  -2.222  -0.696
H  -1.121  1.876  1.777
H  0.400  2.681  0.976
H  -0.931  0.136  -2.072

The value obtained for the molar mass is 110.1 g/mol. The LUMO energy comes out at 0.66 eV. Its multiplicity is 1. As for the gap between HOMO and LUMO: 9.537 eV. For the HOMO energy, the calculation gives -8.88 eV.

=====

ii:
The following is a DFT calculation (ωB97M-V/def2-TZVPD) of a cluster of 2 separate species, C2H7OPS in total.

Element x y z (Å)
C  0.095  1.418  -0.357
C  0.880  -0.803  1.220
O  -0.095  -1.149  -1.174
P  -0.510  -0.264  0.136
S  -3.620  -0.413  -0.979
H  -0.621  1.880  -1.035
H  0.187  2.045  0.526
H  1.060  1.325  -0.855
H  1.818  -0.680  0.680
H  0.890  -0.210  2.132
H  0.750  -1.852  1.478
H  -0.834  -1.296  -1.770

The value obtained for the molar mass is 110.1 g/mol. The LUMO energy (spin up / spin down) comes out at -2.39 / -2.28 eV. Its multiplicity is 1. As for the gap between HOMO and LUMO (spin up / spin down): 6.447 / 6.519 eV. For the HOMO energy (spin up / spin down), the calculation gives -8.83 / -8.79 eV.

=====

Relative energy of each structure, in kJ/mol: i 46.9; ii 0.0.

=====

i:
The following is a DFT calculation (ωB97M-V/def2-TZVPD) of a cluster of 2 separate species, C4H9FN2S in total.

Element x y z (Å)
C  -1.155  -0.846  -0.456
C  -2.269  0.004  0.122
C  0.235  1.447  0.144
C  2.630  -0.382  -0.164
N  -0.012  -0.885  0.433
N  0.685  0.190  0.806
F  2.900  0.623  -1.030
S  -1.555  1.761  0.066
H  -1.378  -1.898  -0.576
H  -0.877  -0.568  -1.468
H  -3.093  0.214  -0.414
H  -2.213  -0.221  1.146
H  0.549  2.166  0.767
H  0.632  1.510  -0.887
H  2.235  -1.252  -0.617
H  3.115  -0.439  0.844
H  -0.427  -1.422  1.285

The value obtained for the molar mass is 136.2 g/mol. The LUMO energy (spin up / spin down) comes out at 0.65 / 0.88 eV. Its multiplicity is 1. As for the gap between HOMO and LUMO (spin up / spin down): 8.116 / 8.509 eV. For the HOMO energy (spin up / spin down), the calculation gives -7.46 / -7.63 eV.

=====

ii:
The following is a DFT calculation (ωB97M-V/def2-TZVPD) of the molecule C4H9FN2S.

Element x y z (Å)
C  -1.536  -0.992  0.767
C  -1.334  -0.723  -0.691
N  0.241  -0.580  -0.875
C  0.878  0.426  -0.507
C  0.103  1.787  -0.375
F  0.983  2.733  0.217
N  2.266  0.466  -0.160
S  3.195  -0.857  -0.070
H  -1.183  -2.173  0.675
H  -0.788  -0.524  1.761
H  -2.705  -0.910  1.144
H  -1.849  -1.725  -1.056
H  -1.925  0.125  -1.094
H  -0.819  1.717  0.399
H  -0.484  2.079  -1.294
H  2.568  1.165  0.695
H  2.389  -2.013  0.464

The value obtained for the molar mass is 136.2 g/mol. The LUMO energy comes out at 0.74 eV. Its multiplicity is 1. The structure (SMILES) is CC/N=C(\CF)NS. As for the gap between HOMO and LUMO: 9.288 eV. For the HOMO energy, the calculation gives -8.55 eV.

=====

Relative energy of each structure, in kJ/mol: i 70.0; ii 0.0.

=====

i:
The following is a DFT calculation (ωB97M-V/def2-TZVPD) of the molecule C8H12O.

Element x y z (Å)
C  -1.409  -0.757  1.494
C  -0.990  -0.580  0.286
C  -0.814  -0.169  -1.076
C  -1.207  1.360  -1.197
C  0.495  -0.583  -0.361
C  0.847  -1.947  -0.657
C  1.537  0.276  0.168
C  1.140  1.482  1.100
O  2.684  -0.068  -0.073
H  -0.741  -1.051  2.263
H  -2.396  -0.841  1.699
H  -0.947  -0.695  -1.991
H  -1.629  1.660  -2.183
H  -0.353  1.958  -1.086
H  -2.010  1.707  -0.441
H  0.004  -2.518  -0.949
H  1.137  -2.454  0.299
H  1.599  -1.955  -1.435
H  0.130  1.783  0.778
H  1.867  2.268  1.207
H  1.057  1.123  2.153

The value obtained for the molar mass is 124.2 g/mol. The LUMO energy comes out at 0.85 eV. Its multiplicity is 1. The structure (SMILES) is C=C1[C@@H](C)[C@@]1(C)C(C)=O. As for the gap between HOMO and LUMO: 10.068 eV. For the HOMO energy, the calculation gives -9.22 eV.

=====

ii:
The following is a DFT calculation (ωB97M-V/def2-TZVPD) of the molecule C8H12O.

Element x y z (Å)
C  3.229  -0.100  0.664
C  2.803  -0.312  -0.612
C  1.361  -0.434  -1.078
C  0.228  0.140  -0.571
C  0.279  1.372  0.324
O  -1.020  -0.050  -1.165
C  -2.041  -0.241  -0.224
C  -2.941  0.742  -0.205
C  -1.847  -1.515  0.658
H  2.580  0.209  1.556
H  4.286  -0.061  0.590
H  3.559  -0.492  -1.459
H  1.046  -1.188  -1.847
H  1.395  1.542  0.774
H  -0.173  2.235  -0.096
H  -0.419  1.232  1.178
H  -3.993  0.521  0.128
H  -3.021  1.497  -1.064
H  -1.534  -2.283  -0.058
H  -1.056  -1.104  1.350
H  -2.721  -1.708  1.156

The value obtained for the molar mass is 124.2 g/mol. The LUMO energy comes out at 0.92 eV. Its multiplicity is 1. The structure (SMILES) is C=C/C=C(\C)OC(=C)C. As for the gap between HOMO and LUMO: 9.458 eV. For the HOMO energy, the calculation gives -8.54 eV.

=====

Relative energy of each structure, in kJ/mol: i 0.0; ii 57.5.